Here is a structure of composition C22H20AuCl2N4OS2 from the OMol25 dataset. Energies are from the ωB97M-V functional and the def2-TZVPD basis.

Calculated values
Strongest force on any atom   0.340 eV/A
Highest occupied orbital energy (alpha / beta)   -10.00 / -10.73 eV
Expectation value of S²   2.064
Multiplicity   3
Total charge   +1

CARTESIAN COORDINATES (ANGSTROEM)
Au 0.594 0.007 0.821
C 0.538 1.102 5.461
N 0.177 1.952 4.331
C -0.851 2.882 4.332
C -0.892 3.439 3.115
N 0.121 2.843 2.363
C 0.778 1.912 3.125
S 2.100 0.942 2.687
C 0.348 3.146 0.994
C 0.332 4.469 0.587
C 0.481 4.748 -0.761
C 0.656 3.702 -1.652
C 0.684 2.415 -1.154
N 0.528 2.138 0.147
H 0.327 1.636 6.383
H 1.596 0.868 5.405
H -0.033 0.175 5.432
H -1.465 3.055 5.199
H -1.552 4.180 2.702
H 0.227 5.259 1.319
H 0.474 5.774 -1.106
H 0.776 3.876 -2.712
H 0.830 1.563 -1.806
Cl 0.177 -4.561 2.416
C 1.465 -4.115 1.371
C 2.438 -5.034 1.066
C 3.487 -4.687 0.220
C 3.550 -3.413 -0.341
C 2.588 -2.488 -0.037
Cl 2.668 -0.943 -0.842
C 1.495 -2.762 0.868
N 0.556 -1.929 1.272
H 2.374 -6.028 1.488
H 4.253 -5.413 -0.016
H 4.346 -3.150 -1.026
C -4.400 0.227 0.376
S -2.709 0.158 -0.202
O -1.870 0.600 0.973
C -2.753 1.554 -1.314
C -2.706 1.325 -2.681
C -2.692 2.412 -3.548
C -2.713 3.703 -3.039
C -2.745 3.918 -1.664
C -2.761 2.841 -0.794
H -4.603 1.221 0.773
H -4.490 -0.529 1.154
H -5.059 -0.006 -0.461
H -2.679 0.310 -3.062
H -2.661 2.247 -4.617
H -2.708 4.547 -3.717
H -2.761 4.929 -1.275
H -2.769 2.985 0.281

These are the Löwdin partial charges, in e, on atoms 1 to 6: atom 1 (Au): 0.721, atom 2 (C): -0.008, atom 3 (N): -0.102, atom 4 (C): -0.016, atom 5 (C): -0.022, atom 6 (N): 0.003